Entry 1:
The following is a quantum chemistry calculation of 2 unconnected molecules or ions with the total composition C3HO4, from the Open Molecules 2025 dataset.

The geometry in ORCA input format:
```
! wB97M-V def2-TZVPD RIJCOSX def2/J DEFGRID3
* xyz -1 1
C -0.237 -2.131 2.775
C -0.077 1.097 0.091
C 0.766 -1.723 1.669
O 0.349 -1.754 3.791
O -1.274 -2.702 2.522
O 0.221 0.370 1.038
O 1.883 -1.974 1.414
H -0.112 0.613 -0.933
*
```


Entry 2:
The following is a quantum chemistry calculation of 5 unconnected molecules or ions with the total composition C16H45N3O7, from the Open Molecules 2025 dataset.

Output
SMILES string ... COC[C@H](C)N.COC[C@H](C)N.COC[C@H](C)N.OCCO.OCCO

The geometry in ORCA input format:
```
! wB97M-V def2-TZVPD RIJCOSX def2/J DEFGRID3
* xyz 0 1
C 3.305 -0.807 5.115
O 2.802 -1.599 4.039
C 1.635 -1.017 3.441
C 1.102 -1.938 2.337
C 2.109 -1.905 1.190
N -0.233 -1.496 1.938
H 2.479 -0.483 5.777
H 3.772 0.111 4.767
H 4.017 -1.381 5.719
H 0.893 -0.836 4.256
H 1.933 -0.011 3.122
H 1.176 -2.960 2.732
H 2.204 -0.859 0.897
H 1.730 -2.536 0.392
H 3.024 -2.258 1.631
H -0.723 -2.115 1.291
H -0.847 -1.681 2.728
C -4.729 1.142 3.226
O -3.611 1.939 2.884
C -2.662 1.182 2.081
C -1.670 2.229 1.494
C -2.373 3.227 0.637
N -0.610 1.508 0.748
H -5.413 0.930 2.387
H -5.313 1.599 4.037
H -4.381 0.172 3.568
H -2.098 0.481 2.726
H -3.208 0.612 1.319
H -1.215 2.738 2.339
H -1.749 4.121 0.532
H -3.290 3.571 1.087
H -2.573 2.894 -0.391
H 0.146 2.194 0.581
H -0.170 0.796 1.333
C 6.340 -0.534 -3.639
O 5.168 0.156 -3.301
C 4.673 0.875 -4.420
C 3.260 1.326 -4.097
C 3.354 2.217 -2.886
N 2.463 0.124 -3.884
H 6.141 -1.167 -4.517
H 6.569 -1.136 -2.759
H 7.188 0.150 -3.846
H 5.374 1.691 -4.650
H 4.655 0.222 -5.317
H 2.903 1.766 -5.029
H 3.659 1.589 -2.038
H 2.334 2.555 -2.753
H 4.053 3.049 -3.063
H 2.977 -0.387 -3.162
H 1.596 0.380 -3.412
O -5.235 -0.380 -0.062
C -5.361 -1.777 -0.054
C -4.217 -2.470 0.679
O -3.053 -2.462 -0.056
H -4.412 -0.076 -0.441
H -6.289 -1.958 0.498
H -5.440 -2.207 -1.075
H -4.512 -3.519 0.715
H -4.216 -2.055 1.694
H -2.944 -1.560 -0.377
O 0.169 0.480 -1.913
C -0.562 -0.630 -2.289
C -2.005 -0.298 -2.542
O -2.582 0.107 -1.286
H 0.019 0.627 -0.953
H -0.102 -1.078 -3.190
H -0.556 -1.390 -1.494
H -2.587 -1.177 -2.824
H -2.147 0.496 -3.292
H -2.132 0.887 -0.928
*
```


Entry 3:
The following is a quantum chemistry calculation of a molecular structure, C4H11ClNO2TiTl, from the Open Molecules 2025 dataset.

Output
<S²> ... 0.7597

The geometry in ORCA input format:
```
! wB97M-V def2-TZVPD RIJCOSX def2/J DEFGRID3
* xyz -1 2
Ti 0.279 -0.995 -1.054
Cl 0.771 1.048 -0.137
C -0.742 -0.195 -2.677
C 1.871 -0.899 -2.369
H -0.297 -0.588 -3.616
H -1.765 -0.474 -2.816
H -0.612 0.876 -2.566
H 1.513 -1.139 -3.381
H 2.681 -1.592 -2.258
H 2.171 0.140 -2.321
Tl -0.539 0.032 1.875
C -1.978 1.617 1.554
C -0.277 -2.002 0.791
H -2.431 1.451 0.544
H -2.805 1.574 2.289
H -1.494 2.620 1.560
H 0.333 -2.611 1.545
H -1.264 -2.554 0.752
O 2.263 1.385 4.884
N 1.189 1.132 4.361
O 1.133 1.172 3.040
*
```


Entry 4:
The following is a quantum chemistry calculation of 2 unconnected molecules or ions with the total composition C28H23N4O7P, from the Open Molecules 2025 dataset.

Output
SMILES string ... CCOC(=O)C=P(c1ccccc1)(c1ccccc1)c1ccccc1.O=[N+]([O-])c1cc([N+](=O)[O-])c2nonc2c1

The geometry in ORCA input format:
```
! wB97M-V def2-TZVPD RIJCOSX def2/J DEFGRID3
* xyz 0 1
C -4.896 0.040 -2.079
C -4.037 -0.854 -1.218
O -2.667 -0.424 -1.302
C -1.869 -1.276 -0.592
O -2.338 -2.302 -0.066
C -0.491 -0.846 -0.552
P 0.633 -1.824 0.329
C 1.260 -3.222 -0.617
C 2.584 -3.673 -0.482
C 3.026 -4.732 -1.280
C 2.160 -5.324 -2.208
C 0.843 -4.866 -2.339
C 0.385 -3.821 -1.535
C 2.048 -0.793 0.735
C 2.406 -0.518 2.065
C 3.456 0.365 2.322
C 4.133 0.979 1.263
C 3.758 0.716 -0.059
C 2.715 -0.170 -0.330
C -0.034 -2.480 1.869
C -0.064 -3.858 2.138
C -0.668 -4.310 3.314
C -1.231 -3.397 4.215
C -1.200 -2.024 3.941
C -0.604 -1.562 2.765
H -5.937 -0.279 -2.003
H -4.849 1.085 -1.760
H -4.614 -0.021 -3.134
H -4.362 -0.790 -0.169
H -4.111 -1.893 -1.564
H -0.173 0.039 -1.087
H 3.254 -3.196 0.238
H 4.052 -5.089 -1.179
H 2.511 -6.146 -2.836
H 0.164 -5.316 -3.064
H -0.641 -3.453 -1.607
H 1.870 -0.996 2.886
H 3.737 0.575 3.354
H 4.952 1.672 1.464
H 4.268 1.204 -0.887
H 2.413 -0.370 -1.361
H 0.365 -4.561 1.420
H -0.705 -5.381 3.517
H -1.707 -3.756 5.130
H -1.643 -1.305 4.630
H -0.582 -0.493 2.531
O 2.302 4.646 -3.006
N 1.802 3.981 -2.078
O 2.231 2.851 -1.745
C 0.677 4.537 -1.353
C -0.147 5.502 -1.986
C -1.240 6.041 -1.309
N -2.111 6.993 -1.970
O -3.076 7.499 -1.370
O -1.838 7.270 -3.160
C -1.480 5.622 0.064
N -2.436 6.014 0.941
O -2.175 5.316 2.085
N -1.037 4.445 1.969
C -0.628 4.663 0.687
C 0.442 4.094 -0.035
H 0.061 5.809 -3.009
H 1.082 3.362 0.457
*
```


Entry 5:
The following is a quantum chemistry calculation of 3 unconnected molecules or ions with the total composition C37H78N11O7S, from the Open Molecules 2025 dataset.

The geometry in ORCA input format:
```
! wB97M-V def2-TZVPD RIJCOSX def2/J DEFGRID3
* xyz 1 1
C 0.296 -0.179 7.249
C 1.094 -0.487 5.964
N 1.059 0.559 4.952
C -0.088 0.699 4.123
N -1.198 -0.268 4.364
C -2.093 0.125 3.369
N -3.388 -0.033 3.543
C -4.428 0.559 2.675
C -4.526 2.086 2.890
C -5.967 2.591 3.011
C -6.735 2.880 1.718
N -7.804 1.867 1.528
C -7.577 1.012 0.402
C -7.709 1.624 -0.958
O -7.293 -0.130 0.566
C -3.916 -0.807 4.691
C -4.855 0.025 5.560
C -4.582 -2.085 4.181
C -3.556 -3.093 3.654
N -1.436 0.672 2.337
C -1.927 0.696 0.965
C -2.210 -0.696 0.392
S -3.419 -0.450 -0.928
C -4.106 -2.036 -1.092
N -4.744 -2.523 -2.102
N -5.118 -3.820 -1.724
C -4.652 -3.990 -0.535
O -3.990 -2.901 -0.054
C 0.037 0.564 2.590
C 0.519 -0.814 2.088
C 1.590 -1.575 2.860
C 1.222 -2.970 3.282
N 2.745 -1.151 3.127
C 0.802 1.785 2.078
C 1.494 1.690 0.736
O 2.697 0.934 0.834
C 1.806 3.082 0.154
N 0.862 3.578 -0.828
H 0.897 -0.287 8.139
H -0.067 0.844 7.198
H -0.594 -0.798 7.330
H 0.791 -1.427 5.529
H 2.136 -0.602 6.242
H 1.337 1.449 5.328
H -0.505 1.701 4.269
H -1.585 -0.048 5.275
H -5.363 0.123 2.988
H -4.317 0.293 1.631
H -4.043 2.325 3.828
H -4.062 2.615 2.063
H -6.554 1.906 3.613
H -5.922 3.524 3.566
H -7.192 3.857 1.796
H -6.050 2.869 0.874
H -8.673 2.346 1.320
H -6.936 2.365 -1.129
H -8.669 2.115 -1.076
H -7.616 0.855 -1.712
H -3.110 -1.141 5.324
H -4.877 -0.408 6.551
H -4.505 1.047 5.662
H -5.861 0.055 5.159
H -5.292 -1.854 3.397
H -5.080 -2.534 5.033
H -3.240 -2.832 2.647
H -2.660 -3.082 4.267
H -3.957 -4.097 3.628
H -2.836 1.285 0.913
H -1.213 1.235 0.356
H -1.332 -1.174 -0.021
H -2.641 -1.327 1.160
H -4.710 -4.850 0.099
H 0.855 -0.752 1.057
H -0.355 -1.456 2.085
H 1.473 -3.671 2.492
H 0.151 -3.066 3.444
H 1.740 -3.231 4.193
H 2.880 -0.213 2.759
H 1.554 2.093 2.797
H 0.078 2.599 2.027
H 0.901 1.178 -0.017
H 3.408 1.514 1.117
H 2.771 2.984 -0.339
H 1.942 3.815 0.943
H 0.144 4.164 -0.435
H 0.461 2.825 -1.364
C 1.372 0.231 -2.888
O 0.869 -0.983 -2.360
C 0.367 -1.922 -3.301
C 1.287 -3.116 -3.411
N 2.531 -2.722 -4.046
C 3.610 -3.705 -4.022
C 4.154 -4.154 -2.670
O 4.827 -3.145 -1.937
C 3.987 -2.284 -1.196
H 1.539 0.876 -2.026
H 2.324 0.098 -3.412
H 0.654 0.714 -3.560
H 0.208 -1.461 -4.280
H -0.603 -2.260 -2.922
H 0.797 -3.893 -4.005
H 1.438 -3.514 -2.396
H 2.861 -1.876 -3.602
H 4.434 -3.266 -4.585
H 3.292 -4.591 -4.580
H 4.900 -4.928 -2.863
H 3.381 -4.618 -2.044
H 3.093 -2.799 -0.832
H 3.686 -1.411 -1.785
H 4.549 -1.916 -0.337
C 5.691 -0.446 -4.128
O 4.744 0.589 -4.335
C 5.091 1.840 -3.754
C 5.427 2.868 -4.809
N 6.680 2.552 -5.476
C 6.971 3.361 -6.657
C 6.020 3.285 -7.844
O 6.024 2.047 -8.524
C 5.202 1.037 -7.975
H 5.230 -1.377 -4.443
H 6.601 -0.298 -4.717
H 5.952 -0.534 -3.069
H 5.917 1.721 -3.046
H 4.215 2.190 -3.197
H 5.519 3.847 -4.330
H 4.576 2.914 -5.504
H 6.672 1.577 -5.745
H 7.961 3.066 -7.012
H 7.047 4.407 -6.343
H 6.362 4.021 -8.575
H 4.993 3.567 -7.575
H 4.303 1.454 -7.512
H 5.735 0.426 -7.240
H 4.900 0.381 -8.792
*
```


Entry 6:
The following is a quantum chemistry calculation of 4 unconnected molecules or ions with the total composition C22H49N7O10, from the Open Molecules 2025 dataset.

Output
SMILES string ... COCCCCCCCC[C@@]1(CCCN)OC(=O)O[C@@H]1COCOCCO.NC(N)=O.NC(N)=O.NC(N)=O

The geometry in ORCA input format:
```
! wB97M-V def2-TZVPD RIJCOSX def2/J DEFGRID3
* xyz 0 1
C 2.919 -4.534 2.423
O 3.141 -4.618 0.942
C 2.381 -3.470 0.418
C 2.553 -3.270 -1.232
C 1.753 -4.398 -2.112
C 0.106 -4.228 -2.099
C -0.435 -2.860 -2.822
C -1.851 -2.275 -2.203
C -1.591 -1.338 -0.883
C -1.539 0.275 -1.173
C -0.275 1.059 -0.451
C -0.875 1.474 1.054
C -0.937 0.198 2.081
C -2.439 -0.218 2.587
N -3.559 0.129 1.628
O 0.961 0.260 -0.512
C 1.482 0.566 -1.868
O 2.537 0.094 -2.538
O 0.698 1.638 -2.567
C 0.117 2.350 -1.382
C 1.362 3.330 -0.962
O 2.033 2.986 0.300
C 3.424 2.554 0.104
O 3.549 1.240 0.814
C 4.946 0.983 1.197
C 4.987 1.055 2.860
O 4.248 2.208 3.396
H 3.940 -4.583 2.996
H 2.388 -3.531 2.745
H 2.179 -5.404 2.678
H 1.224 -3.520 0.604
H 2.808 -2.456 0.882
H 2.028 -2.228 -1.460
H 3.703 -3.181 -1.536
H 2.060 -5.470 -1.746
H 2.150 -4.295 -3.233
H -0.308 -5.161 -2.719
H -0.260 -4.384 -0.996
H 0.328 -1.960 -2.802
H -0.640 -3.140 -3.964
H -2.455 -3.230 -1.822
H -2.546 -1.764 -3.005
H -0.662 -1.776 -0.323
H -2.522 -1.518 -0.158
H -1.599 0.422 -2.333
H -2.543 0.745 -0.731
H -0.139 2.268 1.556
H -1.890 2.039 0.898
H -0.305 0.441 3.057
H -0.425 -0.726 1.577
H -2.441 -1.409 2.674
H -2.699 0.159 3.689
H -4.293 0.637 2.196
H -4.050 -0.744 1.300
H -0.863 2.970 -1.533
H 2.065 3.427 -1.892
H 0.889 4.414 -0.799
H 4.222 3.330 0.532
H 3.732 2.342 -1.004
H 5.739 1.672 0.681
H 5.163 -0.160 0.935
H 4.401 0.082 3.223
H 6.107 0.987 3.194
H 3.247 2.034 3.324
N -1.082 3.159 6.604
C -1.966 2.384 5.950
N -3.207 2.390 6.470
O -1.667 1.729 4.965
H -1.310 3.706 7.417
H -0.137 3.184 6.245
H -3.902 1.819 6.008
H -3.472 2.923 7.281
N -1.816 -2.009 -7.631
C -1.063 -1.861 -6.526
N 0.168 -1.368 -6.752
O -1.463 -2.151 -5.410
H -1.504 -1.776 -8.558
H -2.750 -2.378 -7.505
H 0.768 -1.241 -5.947
H 0.516 -1.123 -7.664
N -3.931 5.344 -0.120
C -3.756 4.120 0.408
N -4.809 3.295 0.268
O -2.725 3.784 0.970
H -4.773 5.639 -0.586
H -3.162 5.996 -0.036
H -4.719 2.363 0.652
H -5.667 3.553 -0.191
*
```


Entry 7:
The following is a quantum chemistry calculation of a molecular structure, C15H9NO2Pb, from the Open Molecules 2025 dataset.

The geometry in ORCA input format:
```
! wB97M-V def2-TZVPD RIJCOSX def2/J DEFGRID3
* xyz 2 1
O -3.629 -2.337 1.425
C -2.460 -2.400 1.187
C -1.590 -3.688 1.504
C -0.316 -3.575 1.968
C 0.271 -2.109 2.158
O 1.011 -1.823 3.044
C -0.241 -1.080 1.101
C 0.581 -0.005 0.575
C 0.016 0.896 -0.450
C 0.926 1.996 -1.015
C 1.221 3.265 -0.314
C 2.131 4.198 -1.002
C 2.637 3.795 -2.317
N 2.379 2.639 -2.986
C 1.563 1.785 -2.320
C -1.356 0.738 -0.950
C -2.200 -0.336 -0.432
C -1.638 -1.220 0.586
H -2.041 -4.721 1.338
H 0.298 -4.496 2.180
H 1.628 0.131 0.946
H 0.789 3.459 0.693
H 2.372 5.155 -0.487
H 3.311 4.527 -2.833
H 1.334 0.811 -2.830
H -1.674 1.456 -1.748
H -3.236 -0.494 -0.801
Pb -2.086 -6.568 1.778
*
```


Entry 8:
The following is a quantum chemistry calculation of C5H8N2 in the gas phase, from the Open Molecules 2025 dataset.

Output
SMILES string ... Cc1ccn(C)n1

The geometry in ORCA input format:
```
! wB97M-V def2-TZVPD RIJCOSX def2/J DEFGRID3
* xyz 0 1
C -2.426 -0.612 0.205
C -1.053 -0.026 0.087
C -0.664 1.294 -0.237
C 0.712 1.251 -0.271
N 1.068 -0.020 0.021
C 2.385 -0.615 0.042
N 0.008 -0.808 0.243
H -2.828 -0.861 -0.784
H -3.125 0.078 0.687
H -2.380 -1.535 0.789
H -1.299 2.148 -0.428
H 1.453 2.013 -0.476
H 3.116 0.115 -0.311
H 2.388 -1.484 -0.620
H 2.645 -0.938 1.053
*
```


Number 1: energy -11314.6980 eV. Number 2: energy -36122.2529 eV. Number 3: energy -50238.1905 eV. Number 4: energy -58981.4536 eV. Number 5: energy -81183.0015 eV. Number 6: energy -54505.9634 eV. Number 7: energy -26509.2351 eV. Number 8: energy -8294.5359 eV.